Entry 1:
Molecular formula: C5H8IN4OP
Method: DFT, the ωB97M-V functional and the def2-TZVPD basis

Computed properties:
SMILES string   C[C@@H](I)Cc1nnc([PH2]=O)nn1
Orbital gap   8.355 eV

```
! wB97M-V def2-TZVPD RIJCOSX def2/J DEFGRID3
* xyz 0 1
C 2.528 -1.461 -0.081
C 2.497 0.046 -0.314
I 2.025 0.517 -2.367
C 1.635 0.838 0.658
C 0.182 0.649 0.466
N -0.332 -0.495 0.880
N -1.624 -0.675 0.671
C -2.258 0.306 0.074
P -4.023 0.002 -0.311
O -4.125 -0.722 -1.579
N -1.767 1.466 -0.300
N -0.476 1.650 -0.096
H 3.348 -1.740 0.567
H 2.664 -1.959 -1.028
H 1.607 -1.848 0.337
H 3.504 0.406 -0.189
H 1.868 1.886 0.526
H 1.905 0.603 1.682
H -4.641 1.263 -0.379
H -4.518 -0.730 0.784
*
```

Entry 2:
Molecular formula: ClFHOPS
Method: DFT, the ωB97M-V functional and the def2-TZVPD basis

Computed properties:
SMILES string   O=P(=S)Cl.F
Orbital gap   9.571 eV
ΔE to the lowest compared entry with this formula, charge and spin   43.58 kcal per mole

```
! wB97M-V def2-TZVPD RIJCOSX def2/J DEFGRID3
* xyz 0 1
O -0.591 0.886 1.508
P -1.232 0.254 0.385
S -1.915 1.106 -1.192
Cl -1.446 -1.688 0.424
F 2.792 -0.140 -0.958
H 2.392 -0.418 -0.167
*
```

What did the first record say?
Molecular formula: C5H8IN4OP
Method: DFT, the ωB97M-V functional and the def2-TZVPD basis

Computed properties:
SMILES string   C[C@@H](I)Cc1nnc([PH2]=O)nn1
Orbital gap   8.355 eV

```
! wB97M-V def2-TZVPD RIJCOSX def2/J DEFGRID3
* xyz 0 1
C 2.528 -1.461 -0.081
C 2.497 0.046 -0.314
I 2.025 0.517 -2.367
C 1.635 0.838 0.658
C 0.182 0.649 0.466
N -0.332 -0.495 0.880
N -1.624 -0.675 0.671
C -2.258 0.306 0.074
P -4.023 0.002 -0.311
O -4.125 -0.722 -1.579
N -1.767 1.466 -0.300
N -0.476 1.650 -0.096
H 3.348 -1.740 0.567
H 2.664 -1.959 -1.028
H 1.607 -1.848 0.337
H 3.504 0.406 -0.189
H 1.868 1.886 0.526
H 1.905 0.603 1.682
H -4.641 1.263 -0.379
H -4.518 -0.730 0.784
*
```